# 1
C5H6O in the gas phase at a distorted geometry. Source: the Open Molecules 2025 dataset; level of theory: wB97M-V/def2-TZVPD.

```
12
Properties=species:S:1:pos:R:3:mulliken_charge:R:1
C 0.10 -0.63 0.51 -0.0934
C 2.26 0.69 0.43 -0.2344
C -1.72 0.12 -0.22 -0.7599
H -0.76 -1.63 -1.13 0.2023
H 0.50 1.12 -0.66 0.2756
H 2.78 0.01 1.13 0.3530
H -1.31 1.04 -0.57 0.2831
C -1.14 -1.18 -0.21 0.1548
C 0.86 0.39 0.07 -0.1384
O 2.82 1.67 -0.03 -0.4847
H -1.73 -1.87 0.37 0.2243
H -2.65 0.27 0.31 0.2177
```

Output
Highest occupied orbital energy (spin up / spin down), Ha: -0.3136 / -0.3292
E_LUMO (spin up / spin down), eV: -0.886 / -0.615
2S+1: 1
Total charge: 0


# 2
C4H8N2O in the gas phase. Source: the Open Molecules 2025 dataset; level of theory: wB97M-V/def2-TZVPD.

```
15
Properties=species:S:1:pos:R:3:mulliken_charge:R:1
C -0.54 1.14 -0.51 0.0597
H -2.42 1.86 -0.24 0.2585
H 0.65 0.57 1.84 0.3589
H 1.56 -1.60 -1.12 0.2936
H 1.55 -0.89 1.37 0.3836
H -0.22 -2.05 0.31 0.2523
H 2.03 0.70 0.74 0.2842
C 0.26 -0.11 -0.18 1.3180
N -1.80 1.11 0.02 -0.3874
O -0.07 2.09 -1.10 -0.6090
H -2.20 0.20 0.21 0.2494
C 1.18 0.08 1.02 -1.3836
N -0.49 -1.35 -0.37 -0.7286
C 0.64 -1.03 -1.26 -0.6195
H 0.39 -0.81 -2.29 0.2699
```

Output
Highest occupied orbital energy, Ha: -0.3540
E_LUMO, eV: 0.996
2S+1: 1
SMILES: C[C@@]1(C(N)=O)CN1
Total charge: 0


For the records above, the corresponding energy above the lowest of the compared OMol25 structures with the same formula, charge and spin values read 479.36; 125.98 kJ/mol.
For the records above, the corresponding E_tot values read -269.1637; -341.9557 Ha.